No. 1
{"formula": "C49H88FNO18P2", "method": "ωB97M-V with the def2-TZVPD basis set", "elements": ["C", "C", "C", "C", "C", "C", "C", "C", "C", "C", "O", "C", "C", "C", "O", "P", "O", "P", "C", "O", "C", "O", "C", "C", "C", "C", "C", "O", "N", "C", "C", "C", "F", "C", "C", "H", "H", "H", "H", "H", "H", "H", "H", "H", "H", "H", "H", "H", "H", "H", "H", "H", "H", "H", "H", "H", "H", "H", "H", "H", "H", "H", "H", "H", "H", "H", "H", "H", "H", "H", "H", "H", "H", "H", "H", "H", "H", "H", "H", "H", "H", "H", "H", "H", "H", "H", "H", "O", "C", "O", "C", "C", "C", "H", "H", "H", "H", "H", "H", "O", "C", "O", "C", "C", "C", "H", "H", "H", "H", "H", "H", "O", "C", "O", "C", "C", "C", "H", "H", "H", "H", "H", "H", "O", "C", "O", "C", "C", "C", "H", "H", "H", "H", "H", "H", "O", "C", "O", "C", "C", "C", "H", "H", "H", "H", "H", "H", "O", "C", "O", "C", "C", "C", "H", "H", "H", "H", "H", "H"], "xyz": [[-5.07, 3.98, -1.75], [-3.73, 4.67, -1.41], [-2.84, 4.77, -2.67], [-1.42, 4.16, -2.48], [-1.25, 2.92, -3.36], [0.05, 2.14, -3.14], [0.21, 1.64, -1.69], [0.77, 0.21, -1.57], [1.86, 0.02, -0.50], [1.40, -0.53, 0.86], [0.64, 0.51, 1.48], [-0.62, 0.23, 2.07], [-1.65, -0.37, 1.08], [-2.92, -0.76, 1.79], [-3.37, -1.86, 1.76], [-0.49, -0.95, 3.51], [-1.45, -0.68, 4.61], [-1.29, 1.89, 2.76], [0.11, 2.99, 2.38], [-2.32, 2.34, 1.53], [2.67, -0.85, 1.71], [2.61, -0.13, 2.92], [3.83, 0.48, 3.34], [4.90, -0.51, 3.82], [5.77, 0.13, 4.92], [5.04, 0.18, 6.27], [5.17, 1.57, 6.91], [4.61, 1.59, 8.22], [4.34, 1.40, 2.34], [4.38, 2.81, 2.74], [5.44, 3.57, 1.94], [2.80, -2.35, 1.92], [1.58, -2.86, 2.41], [3.17, -3.10, 0.65], [4.65, -2.90, 0.29], [-5.80, 4.07, -0.94], [-5.52, 4.42, -2.64], [-4.85, 2.93, -1.94], [-3.94, 5.66, -1.00], [-3.22, 4.10, -0.63], [-3.34, 4.26, -3.48], [-2.73, 5.82, -2.94], [-0.67, 4.90, -2.78], [-1.27, 3.92, -1.43], [-1.31, 3.25, -4.40], [-2.11, 2.26, -3.19], [0.03, 1.28, -3.82], [0.89, 2.79, -3.41], [-0.78, 1.69, -1.23], [0.82, 2.33, -1.12], [1.22, -0.05, -2.53], [-0.04, -0.51, -1.43], [2.29, 1.00, -0.28], [2.65, -0.61, -0.90], [0.80, -1.43, 0.72], [-1.27, -1.29, 0.63], [-1.92, 0.36, 0.32], [-3.46, 0.02, 2.35], [-0.66, -2.21, 2.90], [0.85, -0.94, 3.90], [0.46, 2.88, 1.36], [0.92, 2.76, 3.08], [-0.23, 4.01, 2.56], [-3.17, 2.59, 1.91], [3.52, -0.53, 1.11], [3.53, 1.07, 4.22], [5.51, -0.86, 2.98], [4.38, -1.36, 4.25], [6.67, -0.47, 5.02], [6.10, 1.12, 4.62], [3.98, -0.06, 6.19], [5.47, -0.53, 6.98], [6.23, 1.82, 6.98], [4.68, 2.29, 6.26], [3.80, 2.10, 8.20], [5.28, 1.12, 2.10], [4.62, 2.92, 3.81], [3.41, 3.26, 2.51], [5.80, 4.43, 2.50], [6.31, 2.95, 1.73], [5.05, 3.94, 0.99], [3.55, -2.58, 2.67], [2.99, -4.15, 0.86], [2.53, -2.78, -0.18], [5.23, -2.57, 1.15], [5.07, -3.81, -0.12], [4.75, -2.12, -0.48], [-6.21, -7.41, 0.20], [-5.90, -6.39, 0.73], [-5.14, -5.45, 0.11], [-4.83, -4.37, 1.02], [-5.93, -4.43, 2.08], [-6.23, -5.92, 2.13], [-3.84, -4.54, 1.43], [-4.82, -3.44, 0.46], [-5.61, -4.00, 3.02], [-6.81, -3.88, 1.73], [-5.58, -6.45, 2.83], [-7.27, -6.15, 2.37], [-6.45, 2.55, -5.32], [-6.12, 1.45, -4.96], [-4.90, 1.21, -4.42], [-4.74, -0.21, -4.18], [-6.16, -0.76, -4.10], [-6.91, 0.16, -5.05], [-4.18, -0.63, -5.02], [-4.18, -0.34, -3.26], [-6.22, -1.81, -4.37], [-6.54, -0.64, -3.09], [-6.87, -0.19, -6.08], [-7.94, 0.34, -4.77], [7.12, 3.50, 4.89], [7.39, 4.52, 5.45], [8.02, 5.54, 4.83], [8.31, 6.60, 5.77], [7.32, 6.40, 6.90], [7.13, 4.88, 6.90], [9.35, 6.49, 6.10], [8.20, 7.55, 5.25], [7.67, 6.81, 7.85], [6.37, 6.89, 6.66], [7.88, 4.38, 7.52], [6.14, 4.56, 7.20], [-4.58, -2.51, -6.32], [-4.20, -3.60, -5.98], [-2.96, -3.79, -5.46], [-2.73, -5.19, -5.24], [-4.11, -5.82, -5.15], [-4.93, -4.92, -6.07], [-2.15, -5.57, -6.09], [-2.14, -5.30, -4.34], [-4.12, -6.87, -5.42], [-4.48, -5.73, -4.13], [-4.89, -5.25, -7.11], [-5.96, -4.80, -5.77], [-9.36, 0.65, -8.28], [-9.10, 1.76, -8.62], [-10.02, 2.59, -9.16], [-9.41, 3.83, -9.56], [-8.14, 3.93, -8.73], [-7.76, 2.47, -8.55], [-9.20, 3.77, -10.63], [-10.11, 4.64, -9.39], [-7.37, 4.54, -9.20], [-8.37, 4.37, -7.76], [-7.14, 2.10, -9.37], [-7.27, 2.27, -7.60], [5.72, -6.15, 0.08], [6.45, -6.14, 1.03], [6.41, -5.16, 1.97], [7.45, -5.36, 2.94], [7.80, -6.84, 2.86], [7.52, -7.15, 1.39], [8.29, -4.72, 2.67], [7.07, -5.05, 3.91], [8.81, -7.05, 3.18], [7.11, -7.41, 3.49], [8.39, -6.95, 0.76], [7.17, -8.16, 1.21]], "homo_energy_ev": -8.570}

=====

No. 2
{"formula": "C49H55ClLaN2O5P2Si2", "method": "ωB97M-V with the def2-TZVPD basis set", "elements": ["La", "C", "Si", "C", "C", "N", "P", "C", "P", "N", "Si", "C", "C", "C", "C", "C", "C", "C", "C", "C", "C", "C", "C", "C", "C", "C", "C", "C", "C", "C", "C", "C", "C", "C", "C", "C", "C", "C", "H", "H", "H", "H", "H", "H", "H", "H", "H", "H", "H", "H", "H", "H", "H", "H", "H", "H", "H", "H", "H", "H", "H", "H", "H", "H", "H", "H", "H", "H", "H", "H", "H", "H", "H", "H", "H", "H", "O", "Cl", "O", "O", "O", "C", "C", "C", "C", "C", "C", "C", "C", "H", "H", "H", "H", "H", "C", "C", "C", "C", "C", "C", "C", "O", "C", "C", "C", "H", "H", "H", "H", "H", "H", "H", "H", "H", "H", "H", "H"], "xyz": [[1.94, 0.66, -0.89], [3.44, -2.47, -2.39], [2.23, -3.02, -1.02], [3.28, -3.63, 0.46], [1.22, -4.53, -1.66], [1.27, -1.71, -0.41], [-0.21, -1.45, -0.94], [-0.75, 0.23, -0.63], [-0.58, 0.79, 1.04], [0.94, 0.60, 1.46], [1.72, -0.01, 2.88], [1.70, 1.14, 4.41], [1.05, -1.72, 3.44], [3.55, -0.19, 2.34], [-0.97, 2.58, 1.08], [-2.19, 3.13, 1.47], [-2.34, 4.51, 1.49], [-1.30, 5.34, 1.11], [-0.09, 4.80, 0.73], [0.07, 3.42, 0.72], [-1.74, 0.20, 2.34], [-2.64, -0.84, 2.16], [-3.44, -1.26, 3.21], [-3.36, -0.63, 4.44], [-2.49, 0.44, 4.61], [-1.68, 0.84, 3.57], [-0.63, -1.42, -2.73], [-0.58, 0.36, -4.01], [-1.10, 0.44, -5.40], [-1.77, -0.42, -6.16], [-2.25, -1.83, -5.92], [-1.71, -2.25, -3.48], [-1.27, -2.75, -0.17], [-2.62, -2.93, -0.48], [-3.36, -3.90, 0.17], [-2.79, -4.66, 1.18], [-1.47, -4.45, 1.52], [-0.72, -3.51, 0.84], [4.32, -3.11, -2.44], [2.97, -2.48, -3.37], [3.77, -1.45, -2.21], [3.63, -4.64, 0.29], [4.15, -3.00, 0.60], [2.73, -3.63, 1.39], [1.79, -5.12, -2.38], [0.92, -5.19, -0.85], [0.31, -4.20, -2.16], [0.83, 1.00, 5.04], [2.58, 0.95, 5.02], [1.75, 2.18, 4.11], [-0.02, -1.78, 3.33], [1.49, -2.50, 2.83], [1.30, -1.93, 4.48], [4.05, 0.77, 2.44], [4.08, -0.91, 2.94], [3.62, -0.49, 1.29], [-3.01, 2.49, 1.77], [-3.29, 4.94, 1.80], [-1.43, 6.42, 1.13], [0.75, 5.41, 0.43], [1.02, 2.99, 0.43], [-2.73, -1.30, 1.19], [-4.12, -2.09, 3.06], [-3.98, -0.96, 5.26], [-2.45, 0.95, 5.56], [-0.99, 1.66, 3.69], [-0.13, 1.32, -3.77], [-0.88, 1.39, -5.87], [-2.05, -0.06, -7.15], [-3.29, -1.79, -5.60], [-2.05, -3.12, -2.91], [-3.10, -2.30, -1.20], [-4.40, -4.04, -0.10], [-3.39, -5.40, 1.69], [-1.03, -5.02, 2.33], [0.32, -3.34, 1.10], [4.19, 3.61, -2.35], [3.51, 2.52, -1.73], [2.93, 4.41, 0.16], [3.91, 1.26, -2.38], [2.03, 2.64, -2.03], [3.78, 2.21, -0.17], [3.50, 3.38, 0.59], [4.01, 3.43, 2.00], [3.33, 4.19, 2.94], [3.88, 4.42, 4.19], [5.11, 3.88, 4.52], [5.79, 3.09, 3.60], [5.24, 2.87, 2.34], [2.38, 4.62, 2.66], [3.34, 5.02, 4.91], [5.55, 4.08, 5.49], [6.75, 2.68, 3.86], [5.76, 2.27, 1.61], [-5.63, 0.27, -1.44], [-4.19, 0.11, -1.84], [-3.20, 0.77, -1.24], [-1.75, 0.77, -1.67], [-1.46, 2.25, -2.02], [-1.52, -0.14, -2.89], [0.48, -0.73, -3.58], [1.46, -0.23, -2.81], [-2.62, -1.06, -3.25], [-1.44, -2.66, -4.93], [-3.87, -0.95, -2.79], [-5.72, 0.90, -0.56], [-6.09, -0.70, -1.24], [-6.18, 0.73, -2.26], [-3.42, 1.44, -0.42], [-1.90, 2.91, -1.28], [-1.91, 2.48, -2.98], [-0.38, 2.46, -2.05], [0.90, -1.33, -4.42], [-0.38, -2.58, -5.17], [-2.23, -2.34, -6.89], [-1.73, -3.71, -5.05], [-4.62, -1.72, -2.97]], "charge": -1, "homo_energy_ev": -4.940}

=====

No. 3
{"formula": "C4H39NO15", "method": "ωB97M-V with the def2-TZVPD basis set", "elements": ["C", "C", "C", "O", "C", "N", "H", "H", "H", "H", "H", "H", "H", "H", "H", "H", "H", "H", "H", "O", "H", "H", "O", "H", "H", "O", "H", "H", "O", "H", "H", "O", "H", "H", "O", "H", "H", "O", "H", "H", "O", "H", "H", "O", "H", "H", "O", "H", "H", "O", "H", "H", "O", "H", "H", "O", "H", "H", "O"], "xyz": [[-1.64, 1.07, 0.11], [-1.10, 2.44, -0.35], [-1.65, 3.03, -1.68], [0.35, 2.44, -0.51], [-0.60, 0.00, 0.07], [0.37, 0.17, 1.30], [-2.00, 1.28, 1.14], [-2.59, 0.74, -0.44], [-1.18, 3.24, 0.53], [-0.85, 3.48, -2.31], [-2.38, 3.79, -1.40], [-2.26, 2.23, -2.17], [0.76, 1.83, 0.04], [-1.21, -1.06, 0.17], [0.05, -0.16, -0.80], [0.16, -0.57, 1.98], [1.31, -0.06, 0.91], [2.64, 3.55, 0.94], [2.22, 3.13, -0.41], [2.95, 3.60, 0.10], [1.57, 0.44, -3.23], [2.69, 0.94, -2.44], [2.51, 0.32, -3.12], [-0.87, -2.93, -2.19], [-0.94, -3.23, -0.58], [-1.28, -3.39, -1.46], [-3.52, -2.32, 0.75], [-3.57, -0.98, 1.48], [-3.74, -1.99, 1.68], [2.59, -1.39, -1.70], [2.85, -0.61, -0.56], [2.29, -1.38, -0.87], [-0.46, 1.29, 2.97], [-1.59, 0.25, 3.08], [-1.28, 1.04, 3.43], [-4.25, -2.09, -1.46], [-2.84, -2.69, -1.12], [-3.46, -1.84, -0.91], [2.86, 1.86, 2.97], [1.44, 1.82, 2.33], [2.31, 2.27, 2.35], [-0.89, 1.38, -3.20], [0.19, 1.54, -1.99], [-0.01, 1.02, -2.85], [0.71, -1.71, -2.11], [0.09, -0.60, -2.95], [-0.03, -1.58, -2.69], [2.65, -2.50, 0.33], [3.09, -3.49, 1.42], [2.40, -2.77, 1.30], [3.38, 1.36, 0.92], [3.76, 1.84, -0.40], [3.55, 1.09, 0.00], [-2.26, -2.06, 2.64], [-1.41, -2.25, 3.93], [-1.43, -1.91, 3.08], [0.60, -3.11, 1.36], [-0.74, -2.55, 1.53], [-0.33, -3.24, 1.07]], "homo_energy_ev": -10.502}

=====

No. 4
{"formula": "C3H12N2", "method": "ωB97M-V with the def2-TZVPD basis set", "elements": ["C", "N", "H", "H", "H", "H", "H", "C", "N", "C", "H", "H", "H", "H", "H", "H", "H"], "xyz": [[-0.71, -1.99, 1.58], [-0.57, -2.53, 0.21], [-1.75, -1.70, 1.72], [-0.57, -2.71, 2.39], [0.01, -1.19, 1.72], [0.05, -3.32, 0.19], [-1.47, -2.91, -0.05], [0.99, 2.36, -1.63], [0.06, 1.29, -1.24], [0.01, 1.11, 0.18], [1.94, 2.31, -1.08], [0.52, 3.32, -1.41], [1.12, 2.29, -2.71], [0.38, 0.44, -1.68], [-0.19, 2.05, 0.70], [-0.77, 0.41, 0.44], [0.95, 0.79, 0.66]], "homo_energy_ev": -8.623}

=====

No. 5
{"formula": "C5H11NO", "method": "ωB97M-V with the def2-TZVPD basis set", "elements": ["C", "C", "C", "C", "C", "N", "O", "H", "H", "H", "H", "H", "H", "H", "H", "H", "H", "H"], "xyz": [[1.67, 1.98, 2.17], [0.70, 1.98, 0.90], [0.67, 0.80, -0.06], [-0.84, 0.15, -0.29], [-0.75, -1.37, -0.67], [-1.65, -1.66, -1.89], [0.08, -2.22, -0.41], [1.19, 2.28, 3.17], [2.55, 2.49, 1.71], [2.02, 0.92, 2.17], [-0.27, 1.96, 1.24], [1.11, 2.91, 0.44], [0.97, 0.89, -1.02], [1.33, 0.09, 0.43], [-1.23, 0.39, 0.68], [-1.45, 0.76, -0.95], [-1.40, -2.65, -1.99], [-2.64, -1.77, -1.66]], "homo_energy_ev": -9.979}

=====

No. 6
{"formula": "C5H7NOS", "method": "ωB97M-V with the def2-TZVPD basis set", "elements": ["C", "C", "C", "C", "C", "H", "H", "H", "H", "H", "H", "H", "N", "O", "S"], "xyz": [[0.53, -1.36, -0.10], [1.24, -0.20, -0.66], [0.12, 0.81, -1.28], [-0.97, 0.35, 0.96], [0.11, -0.71, 1.29], [2.12, -0.59, -1.11], [0.10, 0.65, -2.34], [0.35, 1.96, -0.90], [-1.92, 0.84, -0.77], [-0.81, 1.47, 1.27], [-2.02, 0.02, 1.29], [-0.04, -1.31, 2.17], [-1.00, 0.17, -0.63], [0.46, -2.51, -0.22], [1.70, 0.41, 1.02]], "homo_energy_ev": -8.850}

=====

No. 7
{"formula": "C4H9O2", "method": "ωB97M-V with the def2-TZVPD basis set", "elements": ["C", "C", "O", "H", "H", "H", "H", "C", "O", "C", "H", "H", "H", "H", "H"], "xyz": [[1.69, -2.11, 1.02], [1.47, -0.77, 1.00], [0.47, -0.09, 1.43], [2.64, -2.50, 0.69], [0.97, -2.81, 1.47], [2.33, -0.19, 0.59], [0.42, 1.13, 0.42], [-1.23, 1.59, -0.50], [0.13, 1.87, -0.22], [-1.37, 0.21, -1.18], [-1.60, 2.39, -1.19], [-1.80, 1.65, 0.44], [-2.37, 0.01, -1.57], [-1.10, -0.53, -0.42], [-0.64, 0.14, -1.99]], "charge": -1, "homo_energy_ev": -2.931}

=====

No. 8
{"formula": "C2H5N3O3", "method": "ωB97M-V with the def2-TZVPD basis set", "elements": ["C", "C", "N", "N", "N", "O", "O", "O", "H", "H", "H", "H", "H"], "xyz": [[1.67, 1.32, -0.28], [-0.65, -0.58, 0.04], [-1.36, 0.55, 0.12], [1.47, -0.02, -0.28], [2.34, -0.91, 0.16], [3.51, -0.55, 0.14], [0.71, 2.08, -0.38], [1.85, -1.97, 0.45], [2.80, 1.58, -0.29], [-0.71, -1.27, -0.86], [-0.44, -1.10, 0.98], [-1.25, 1.01, 1.05], [-1.19, 1.39, -0.63]], "homo_energy_ev": -9.801}

=====

The following HOMO-LUMO gap values (in eV) correspond, in order, to the records above: 9.0, 7.2, 10.6, 9.7, 10.9, 9.6, 7.2, 9.8.
The following electronic energy values (in eV) correspond, in order, to the records above: -111881.6026, -112634.9452, -36982.1691, -6284.9451, -8899.0995, -19668.0002, -8389.0207, -12762.4623.